No. 1
2 unconnected molecules or ions with the total composition C3H3FI2O at a distorted geometry, computed with wB97M-V/def2-TZVPD.

Computed properties:
* ΔE to the lowest compared entry with this formula, charge and spin: 465.81 kJ/mol

Geometry as XYZ:
```
10
Properties=species:S:1:pos:R:3:forces:R:3:nbo_charge:R:1
C -1.9460 -0.9322 -0.9991 -2.790 0.355 -1.262 0.18
C -4.4540 -0.1750 -1.1505 0.087 -0.751 -1.942 0.19
C 0.1666 -0.0482 -0.4174 0.961 -1.779 2.778 -0.32
O -1.0614 -0.0726 -1.1181 0.620 0.189 -0.294 -0.48
F -4.9572 -1.2539 -0.6409 0.021 -0.194 0.459 -0.35
I -1.9299 -2.6301 0.2302 0.743 -0.589 0.721 0.07
I -4.3555 1.3113 0.2866 0.146 0.907 1.270 0.05
H -0.0142 -0.7073 0.5209 0.214 1.724 -0.886 0.21
H 0.3767 1.0268 -0.1929 0.309 -1.268 -0.367 0.23
H 0.9207 -0.7314 -0.8783 -0.312 1.406 -0.476 0.22
```
Forces are in eV/Å.

---

No. 2
C4H8N2S in the gas phase at a distorted geometry, computed with wB97M-V/def2-TZVPD.

Computed properties:
* ΔE to the lowest compared entry with this formula, charge and spin: 481.61 kJ/mol

Geometry as XYZ:
```
15
Properties=species:S:1:pos:R:3:forces:R:3:nbo_charge:R:1
C 2.5667 -0.9969 -0.1912 1.081 -0.483 1.733 -0.46
C 1.4246 -0.2972 0.0340 -1.248 0.711 -0.041 -0.05
N 0.1193 -0.7360 -0.3599 -1.174 -0.646 1.247 -0.55
C -1.0106 -0.1072 -0.0277 7.125 -1.182 -2.362 0.45
C -2.2877 -0.8736 -0.2278 0.078 3.646 0.468 -0.66
N -0.8792 1.2849 0.1203 -1.393 0.470 1.083 -0.79
S 0.3926 2.4303 -0.3516 -0.879 -0.556 1.009 0.23
H 3.4829 -0.4859 0.4660 -2.093 -1.848 -2.295 0.21
H 2.6255 -2.1531 -0.6685 -0.182 3.734 1.362 0.24
H 1.3627 0.7376 0.5677 1.169 -3.060 -0.559 0.14
H -2.1145 -1.9442 -0.3859 0.073 0.741 -0.766 0.27
H -2.6452 -0.0671 -1.0222 -0.808 -2.678 1.135 0.25
H -2.7728 -0.7858 0.7632 -0.694 0.132 -0.729 0.22
H -1.6886 1.6431 0.6244 0.640 0.813 -0.173 0.39
H 1.4244 2.3510 0.6592 -1.695 0.207 -1.115 0.12
```
Forces are in eV/Å.

---

No. 3
A molecular structure, C33H32BrF6N5NaO8PS4 at a distorted geometry, computed with wB97M-V/def2-TZVPD.

Computed properties:
* net charge: -2
* ΔE to the lowest compared entry with this formula, charge and spin: 443.36 kJ/mol

Geometry as XYZ:
```
91
Properties=species:S:1:pos:R:3:forces:R:3:lowdin_charge:R:1
Na 0.1763 -0.0466 -0.4531 0.860 -2.150 1.201 0.13
C -5.9387 3.7835 3.8409 0.092 -0.073 -0.030 -0.06
C -4.5353 3.3735 3.4927 -0.032 0.010 0.005 -0.30
C -4.2962 2.1753 2.8308 -0.038 0.031 0.098 -0.04
C -3.0193 1.8035 2.4499 -0.035 -0.190 -0.010 -0.05
C -1.9491 2.6270 2.7460 0.209 -0.252 -0.310 -0.26
C -2.1707 3.8162 3.4166 0.386 -0.013 0.013 -0.07
C -3.4523 4.1913 3.7799 -0.105 -0.094 0.039 -0.06
S -0.2085 2.3370 2.1781 -0.097 0.214 1.636 0.85
O -1.5863 3.3817 0.3093 0.561 0.106 -0.158 -0.26
O 0.4521 3.5702 2.6284 0.294 1.124 -0.076 -0.46
N 0.4184 1.2510 3.1527 0.014 0.527 -0.457 -0.27
C -0.2139 -0.0126 3.3302 -0.470 -0.248 -0.358 -0.20
C -0.6848 -0.6030 1.9895 -0.059 -0.513 1.117 -0.68
O -0.8707 -1.8120 1.8837 -0.193 -0.610 0.022 0.01
O -0.8894 0.2629 1.0985 -1.510 0.519 1.293 -0.16
H -6.5583 3.7921 2.9453 -0.122 0.044 -0.046 0.07
H -5.9547 4.7760 4.2863 -0.046 0.078 0.032 0.06
H -6.3847 3.0826 4.5462 -0.084 -0.029 0.067 0.07
H -5.1295 1.5343 2.5781 -0.105 -0.089 -0.043 0.11
H -2.8568 0.8985 1.8891 -0.002 -0.098 -0.111 0.11
H -1.3182 4.4500 3.6066 0.058 0.107 0.023 0.10
H -3.6186 5.1470 4.2617 0.017 0.055 0.088 0.10
H -1.1177 0.0886 3.9561 0.039 -0.177 0.034 0.11
H 0.4724 -0.7043 3.8253 -0.055 -0.009 -0.093 0.11
F -0.5847 4.1286 -4.5329 0.268 -0.067 0.268 0.07
C -0.1893 2.8655 -4.8290 -0.377 0.160 0.216 -0.68
F -1.3246 2.1802 -5.0584 0.001 -0.229 0.069 0.08
F 0.4609 2.9530 -5.9959 0.286 -0.191 0.188 0.10
S 0.7917 2.0823 -3.3418 -0.555 0.885 -2.711 0.93
O -0.2289 1.7055 -1.0760 -0.754 1.626 0.196 -0.48
O 2.0254 2.8533 -3.3913 0.811 0.540 0.260 -0.43
N 1.0178 0.7313 -4.2417 0.300 -0.398 -0.108 -0.38
S 0.8597 -0.6261 -3.5306 -1.308 -1.090 -0.804 0.55
O 0.9037 -0.6277 -2.0910 1.026 -0.633 -1.974 -0.35
O 1.5342 -1.6941 -4.2034 0.214 0.095 -0.177 -0.28
C -0.9622 -1.0623 -3.8323 -0.004 -0.212 -0.185 -0.63
F -1.2444 -2.3262 -3.4676 0.276 -0.084 0.163 0.11
F -1.3220 -0.9687 -5.1222 0.322 0.168 -0.092 0.11
F -1.7916 -0.2731 -3.1402 0.146 0.286 0.207 0.12
C 0.3102 4.4582 -1.0456 -0.183 -0.553 0.435 -0.12
P 0.0772 2.8252 -0.1493 -0.320 1.534 -0.286 0.69
C 1.9418 2.6357 0.1627 -0.440 -0.103 0.191 -0.25
C 2.6912 3.5201 0.9308 0.131 0.300 0.083 -0.10
C 4.0681 3.4025 1.0016 -0.051 0.229 -0.074 -0.11
C 4.7226 2.4087 0.2884 0.013 -0.088 -0.194 -0.11
C 3.9860 1.5308 -0.4869 0.227 0.097 0.046 -0.08
C 2.6064 1.6430 -0.5393 -0.154 0.074 0.021 -0.10
C -2.6794 3.5165 -0.4490 -0.119 0.077 -0.166 -0.31
C -3.7449 4.2590 0.0794 0.219 -0.017 0.091 -0.02
C -4.9255 4.3946 -0.6232 -0.044 0.016 0.075 -0.11
C -5.0841 3.7929 -1.8604 -0.244 -0.044 -0.163 -0.13
C -4.0326 3.0681 -2.3968 -0.137 0.117 -0.015 -0.09
C -2.8397 2.9473 -1.7145 0.287 -0.145 -0.009 -0.01
H 0.3742 5.2769 -0.3359 0.018 0.093 0.210 0.05
H -0.5388 4.6342 -1.7048 -0.131 -0.049 0.036 0.04
H 1.2200 4.4153 -1.6357 0.151 -0.081 -0.004 0.03
H 2.1856 4.2888 1.4955 0.047 0.029 0.002 0.09
H 4.6363 4.0935 1.6157 -0.021 -0.018 -0.002 0.10
H 5.8025 2.3241 0.3431 0.013 -0.033 -0.002 0.10
H 4.4646 0.7404 -1.0474 0.064 -0.060 -0.027 0.11
H 2.0524 0.9581 -1.1556 0.177 -0.052 -0.083 0.06
H -3.6242 4.7104 1.0531 0.049 0.022 0.099 0.10
H -5.7360 4.9706 -0.1937 -0.048 0.034 0.041 0.09
H -6.0208 3.8821 -2.3933 -0.064 0.016 -0.066 0.08
H -4.1333 2.5791 -3.3558 -0.004 0.011 -0.106 0.10
H -2.0278 2.3888 -2.1436 0.087 -0.150 0.000 0.08
Br 3.1854 -4.4699 -0.6958 0.576 -0.132 -0.083 0.70
C 1.3067 -4.4189 -0.5782 -0.193 -0.256 -0.016 -0.76
C 0.6312 -5.6170 -0.4115 -0.073 0.010 0.023 -0.13
C -0.7510 -5.5478 -0.3711 0.048 0.160 -0.053 -0.08
C -1.3623 -4.3087 -0.4903 -0.163 0.042 -0.047 -0.05
C -0.5697 -3.1774 -0.6430 -0.211 -0.338 -0.003 -0.13
N 0.7475 -3.2480 -0.6966 0.402 0.180 0.019 0.07
H 1.1680 -6.5494 -0.3319 0.020 -0.032 0.013 0.08
H -1.3298 -6.4579 -0.2608 -0.058 0.077 0.020 0.10
H -2.4372 -4.2171 -0.4797 -0.085 0.048 0.065 0.10
H -0.9838 -2.1862 -0.7445 -0.314 -0.126 0.043 0.10
C 5.8938 -0.9452 1.5950 0.147 -0.151 -0.183 -0.07
N 4.9177 -0.1330 2.2558 -0.569 0.264 0.135 -0.14
C 5.1486 0.9162 3.1187 0.081 0.153 0.362 -0.10
C 3.9434 1.4384 3.4374 0.302 -0.038 0.239 -0.11
N 2.9799 0.7308 2.7808 0.684 -0.222 -0.158 0.09
C 3.5665 -0.2349 2.0407 0.132 -0.014 0.374 -0.81
S 2.8462 -1.3964 1.1081 -0.654 -0.483 -0.545 0.67
H 6.7508 -1.1227 2.2483 -0.078 0.045 0.036 0.08
H 6.2385 -0.4643 0.6741 -0.002 -0.055 0.000 0.08
H 5.4141 -1.8912 1.3323 0.094 0.095 0.008 0.05
H 6.1438 1.1828 3.4137 0.118 0.127 0.083 0.10
H 3.6695 2.2471 4.0797 0.054 0.279 0.145 0.11
H 1.9278 0.9521 2.8632 -0.012 -0.016 -0.102 0.07
```
Forces are in eV/Å.

---

No. 4
C4H4O2 in the gas phase at a distorted geometry, computed with wB97M-V/def2-TZVPD.

Computed properties:
* ΔE to the lowest compared entry with this formula, charge and spin: 362.87 kJ/mol

Geometry as XYZ:
```
10
Properties=species:S:1:pos:R:3:forces:R:3:nbo_charge:R:1
O 0.1962 -2.0755 -1.0840 0.282 0.604 0.465 -0.50
C 0.1323 -1.0003 -0.5500 -0.432 0.087 -0.352 0.56
C 1.0908 -0.1390 0.2337 -0.381 0.399 -0.150 -0.61
C -0.3310 0.7520 0.6271 0.360 -0.620 0.884 0.09
O -0.7109 1.1858 -0.6712 0.239 -0.128 0.453 -0.46
C -1.0890 -0.1233 -0.2320 -0.376 -0.401 0.099 -0.07
H 1.2864 0.8451 -0.0607 1.397 0.954 -2.512 0.27
H 2.1117 -0.5056 0.4443 -0.952 -0.230 1.404 0.27
H -0.5630 1.4615 1.4196 0.093 -0.682 0.091 0.24
H -2.1234 -0.4006 -0.1268 -0.229 0.016 -0.381 0.22
```
Forces are in eV/Å.